Entry 1:
Entry from OMol25: a molecular structure, C31H36F5N5SSe4SiSn (wB97M-V/def2-TZVPD).

Last column: Löwdin charge in e.
Atoms and positions in Å:
Sn: -0.6616 0.4295 1.6801  0.60
Se: -0.6396 -0.5184 4.2476  -0.11
Se: -2.7779 -1.4727 4.2753  -0.17
Se: -4.1105 0.3586 3.8390  -0.17
Se: -3.5089 0.8941 1.6533  -0.12
C: -0.8492 -1.7858 1.0406  -0.47
Si: -1.4003 -2.2179 -0.6561  0.59
C: -0.6543 -1.0073 -1.9200  -0.24
N: -0.8996 0.3801 -1.5270  -0.23
C: 0.0906 1.3257 -2.0258  -0.22
C: -0.0653 1.6674 -3.5107  -0.17
C: -1.5199 2.0895 -3.8229  -0.19
C: -2.3583 2.1411 -2.5442  -0.18
C: -2.2858 0.8044 -1.8156  -0.20
C: -3.2665 -2.3680 -0.8379  -0.25
C: -3.8670 -2.5517 -2.0874  -0.12
C: -5.2443 -2.6534 -2.2199  -0.11
C: -6.0538 -2.5812 -1.0910  -0.11
C: -5.4773 -2.4136 0.1596  -0.08
C: -4.0965 -2.3066 0.2831  -0.11
C: -0.7087 -3.9224 -1.1708  -0.22
C: 0.6507 -4.0787 -1.4668  -0.10
C: 1.2027 -5.3245 -1.7349  -0.11
C: 0.4012 -6.4587 -1.7068  -0.12
C: -0.9499 -6.3315 -1.4135  -0.11
C: -1.4926 -5.0794 -1.1509  -0.09
H: 0.1605 -2.1870 1.1855  -0.03
H: -1.4894 -2.2887 1.7721  -0.06
H: -0.9830 -1.2187 -2.9567  0.09
H: 0.4280 -1.1814 -1.8998  0.06
H: 1.0840 0.9056 -1.8487  0.10
H: 0.0257 2.2352 -1.4227  0.11
H: 0.2119 0.7949 -4.1089  0.10
H: 0.6405 2.4644 -3.7604  0.10
H: -1.9795 1.3655 -4.5028  0.10
H: -1.5403 3.0572 -4.3298  0.10
H: -3.4041 2.3475 -2.7814  0.11
H: -2.0161 2.9491 -1.8930  0.11
H: -2.7766 0.0475 -2.4405  0.11
H: -2.8601 0.8613 -0.8864  0.02
H: -3.2447 -2.6218 -2.9762  0.10
H: -5.6897 -2.7825 -3.2000  0.09
H: -7.1314 -2.6473 -1.1893  0.09
H: -6.0974 -2.3447 1.0451  0.10
H: -3.6675 -2.1537 1.2664  0.05
H: 1.3000 -3.2080 -1.4785  0.08
H: 2.2605 -5.4124 -1.9561  0.09
H: 0.8292 -7.4347 -1.9046  0.09
H: -1.5808 -7.2128 -1.3824  0.09
H: -2.5502 -4.9948 -0.9225  0.10
F: 0.4969 8.5816 0.9503  0.07
C: 0.6053 7.3826 1.5663  -0.17
C: 0.0123 6.2535 1.0377  -0.16
F: -0.6887 6.3601 -0.1103  0.08
C: 0.1471 5.0274 1.6614  -0.25
F: -0.4322 3.9798 1.0579  0.04
C: 0.8730 4.8374 2.8527  -0.63
S: 1.0512 3.3221 3.6474  0.51
C: 1.4604 6.0207 3.3430  -0.27
F: 2.2004 5.9831 4.4654  0.04
C: 1.3382 7.2502 2.7286  -0.17
F: 1.9342 8.3437 3.2558  0.07
C: 2.7381 1.3225 1.0260  -0.20
N: 4.2089 1.3308 0.9438  -0.09
C: 4.6285 0.2544 0.0507  -0.19
N: 4.1661 -1.0666 0.4955  -0.09
C: 2.6975 -1.0169 0.5887  -0.19
N: 2.2331 0.0256 1.5010  -0.15
C: 2.7961 -0.2255 2.8321  -0.19
N: 4.2681 -0.2525 2.7967  -0.09
C: 4.7292 1.0440 2.2852  -0.18
C: 4.6807 -1.2906 1.8541  -0.19
H: 2.3178 1.5211 0.0369  0.11
H: 2.4040 2.1034 1.7132  0.05
H: 5.7209 0.2407 -0.0064  0.11
H: 4.2225 0.4458 -0.9457  0.12
H: 2.3357 -1.9873 0.9357  0.11
H: 2.2836 -0.8226 -0.4053  0.11
H: 2.4236 -1.1822 3.2049  0.11
H: 2.4630 0.5688 3.5036  0.10
H: 5.8222 1.0359 2.2427  0.11
H: 4.3953 1.8293 2.9644  0.12
H: 4.3071 -2.2548 2.2065  0.12
H: 5.7733 -1.3237 1.8153  0.11

Multiplicity   1
Relative energy (zero: lowest compared OMol25 entry of this formula, charge and spin)   0.000 eV
Gap between HOMO and LUMO   5.32 eV
Lowest unoccupied orbital energy   4.03 eV
HOMO energy   -1.281 eV
Total charge   -2

Entry 2:
Entry from OMol25: a single C15H16ClN5O2 molecule at a distorted geometry (wB97M-V/def2-TZVPD).

Last column: Löwdin charge in e.
Atoms and positions in Å:
O: 0.9654 -2.9797 -1.1183  0.08
N: 1.5203 -2.0635 -1.6856  -0.36
O: 1.8619 -2.0765 -2.8493  0.08
C: 1.7953 -0.8744 -0.9239  -0.14
C: 2.6792 0.0739 -1.4290  0.01
C: 2.9486 1.1986 -0.6802  -0.08
C: 2.3265 1.3789 0.5525  -0.60
Cl: 2.6989 2.8071 1.4417  0.73
C: 1.4247 0.4434 1.0573  -0.21
C: 0.6231 0.6353 2.3212  -0.15
N: -0.7661 0.6467 1.9299  -0.18
C: -1.7560 0.1124 2.8336  -0.14
C: -2.9378 -0.3851 1.9630  -0.13
N: -2.9013 0.2903 0.6845  -0.08
C: -2.3895 -0.3576 -0.3941  -0.37
N: -1.9820 0.3911 -1.4273  0.14
C: -1.5653 -0.2517 -2.5018  -0.13
C: -1.5360 -1.6352 -2.5870  -0.07
C: -1.9622 -2.3161 -1.4537  -0.14
N: -2.3842 -1.6965 -0.3699  0.13
C: -2.6367 1.7037 0.8171  -0.13
C: -1.1965 1.8927 1.3327  -0.15
C: 1.1709 -0.6909 0.2995  0.06
H: 3.1425 -0.0882 -2.3897  0.12
H: 3.6348 1.9470 -1.0438  0.11
H: 0.7966 -0.2146 2.9857  0.13
H: 0.9287 1.5534 2.8458  0.09
H: -1.3286 -0.7208 3.3921  0.12
H: -2.1024 0.8689 3.5592  0.12
H: -3.8934 -0.1733 2.4520  0.12
H: -2.8609 -1.4536 1.7665  0.10
H: -1.2354 0.3769 -3.3207  0.11
H: -1.1877 -2.1485 -3.4666  0.10
H: -1.9569 -3.3970 -1.4027  0.11
H: -3.3645 2.1100 1.5235  0.12
H: -2.7663 2.1798 -0.1529  0.11
H: -0.5282 2.1129 0.4973  0.12
H: -1.1500 2.7331 2.0494  0.13
H: 0.4630 -1.4256 0.6526  0.13

SMILES   O=[N+]([O-])c1ccc(Cl)c(CN2CCN(c3ncccn3)CC2)c1
Multiplicity   1
Relative energy (zero: lowest compared OMol25 entry of this formula, charge and spin)   4.472 eV
Gap between HOMO and LUMO   7.75 eV
Lowest unoccupied orbital energy   -0.53 eV
HOMO energy   -8.277 eV

Entry 3:
Entry from OMol25: a single C10H11N3 molecule at a distorted geometry (wB97M-V/def2-TZVPD).

Last column: Löwdin charge in e.
Atoms and positions in Å:
C: -2.4054 -1.9411 0.1323  -0.04
C: -1.0910 -1.2698 -0.0294  -0.26
N: 0.0749 -1.9872 -0.0954  0.16
C: 1.0666 -1.1131 -0.1565  -0.27
N: 0.5597 0.1164 -0.1332  0.03
C: 1.0452 1.3949 -0.0672  -0.23
N: -0.0270 2.2465 -0.0825  0.15
C: -1.1150 1.5080 -0.0853  -0.25
C: -2.4582 2.1306 -0.1336  -0.02
C: -0.8039 0.0961 -0.0762  -0.07
C: 2.4854 1.4457 0.0983  0.04
C: 3.2158 0.1339 0.2262  -0.18
C: 2.5472 -1.1476 -0.3476  -0.09
H: -2.9697 -1.9302 -0.7999  0.08
H: -2.2333 -2.9736 0.4243  0.08
H: -3.0027 -1.4407 0.8920  0.08
H: -3.0434 1.8536 0.7432  0.09
H: -2.9970 1.7900 -1.0175  0.09
H: -2.3402 3.2106 -0.1764  0.08
H: 3.0003 2.3702 0.2621  0.09
H: 4.1939 0.2442 -0.2497  0.11
H: 3.4137 -0.0172 1.2970  0.12
H: 2.9832 -2.0356 0.1104  0.12
H: 2.7428 -1.2021 -1.4263  0.12

SMILES   Cc1nc2n3c(nc(C)c13)=CCC2
Multiplicity   1
Relative energy (zero: lowest compared OMol25 entry of this formula, charge and spin)   1.307 eV
Gap between HOMO and LUMO   7.34 eV
Lowest unoccupied orbital energy   -0.25 eV
HOMO energy   -7.590 eV